Entry 1:
A cluster of 2 separate species, C5H11N in total in a non-equilibrium geometry. Source: the Open Molecules 2025 dataset; level of theory: wB97M-V/def2-TZVPD.

Calculated values
ΔE to the lowest compared entry with this formula, charge and spin (kJ/mol): 327.8
Electronic energy (Eh): -251.46219
Gap between HOMO and LUMO (alpha / beta) (eV): 6.792 / 3.029

The geometry in ORCA input format:
```
! RIJCOSX wB97M-V def2-TZVPD def2/J DEFGRID3
* xyz 1 2
C -2.9803 1.6978 0.0444
C -2.9905 0.2777 -0.3874
C -2.5871 -0.8248 0.2635
H -2.7019 1.9598 1.0684
H -3.9083 2.1894 -0.2683
H -2.1607 2.1882 -0.5173
H -3.3130 0.1592 -1.4240
H -2.1352 -1.6399 -0.2745
H -2.5750 -0.7835 1.3413
C 2.2588 0.0672 -0.4036
C 3.0319 -0.8004 0.3368
N 4.1459 -1.4622 -0.0465
H 2.2299 0.2852 -1.4605
H 1.3861 0.3627 0.1877
H 2.8693 -0.7413 1.4104
H 4.8320 -0.8393 -0.4791
H 4.5981 -2.0959 0.6087
*
```

Atomic partial charges in e from the natural (NBO) method, atoms 1 to 6:
1. C -0.658
2. C -0.145
3. C -0.443
4. H 0.218
5. H 0.230
6. H 0.218

---

Entry 2:
A cluster of 2 separate species, C5H11N in total in a non-equilibrium geometry. Source: the Open Molecules 2025 dataset; level of theory: wB97M-V/def2-TZVPD.

Calculated values
ΔE to the lowest compared entry with this formula, charge and spin (kJ/mol): 638.6
Electronic energy (Eh): -251.34381
Gap between HOMO and LUMO (alpha / beta) (eV): 7.136 / 7.103

The geometry in ORCA input format:
```
! RIJCOSX wB97M-V def2-TZVPD def2/J DEFGRID3
* xyz 1 2
C 0.5970 0.4978 1.1271
C 0.4331 0.3947 -0.3983
C -0.9283 -0.1117 -0.7373
C -0.1592 -2.2370 -1.5006
C -1.1891 -1.3504 -1.3043
N 1.5203 1.6992 1.4349
H 1.0002 -0.4364 1.5380
H -0.3548 0.4274 1.6781
H 0.5238 1.4513 -0.7053
H 1.2452 -0.0018 -1.0039
H -1.6659 0.7082 -0.7748
H 0.4646 2.1727 1.3242
H -0.2946 -3.2229 -1.9617
H 0.7262 -2.2071 -0.8682
H -2.1755 -1.6855 -1.6141
H -1.3344 2.2502 1.3066
H 1.5914 1.6513 2.4595
*
```

Atomic partial charges in e from the natural (NBO) method, atoms 1 to 6:
1. C -0.264
2. C -0.551
3. C 0.254
4. C 0.013
5. C -0.367
6. N -0.748

---

Entry 3:
A cluster of 2 separate species, C5H11N in total in a non-equilibrium geometry. Source: the Open Molecules 2025 dataset; level of theory: wB97M-V/def2-TZVPD.

Calculated values
ΔE to the lowest compared entry with this formula, charge and spin (kJ/mol): 395.9
Electronic energy (Eh): -251.43625
Gap between HOMO and LUMO (alpha / beta) (eV): 6.916 / 3.100

The geometry in ORCA input format:
```
! RIJCOSX wB97M-V def2-TZVPD def2/J DEFGRID3
* xyz 1 2
C 2.7435 1.6563 -1.8163
C 3.0092 1.1544 -0.3962
C 2.0593 1.2178 0.5085
H 1.7568 1.2958 -2.1845
H 3.4455 1.4238 -2.5888
H 2.7111 2.7207 -1.9243
H 3.8626 0.5589 -0.1911
H 2.3055 0.9752 1.5669
H 1.0754 1.0603 0.2197
C -3.0935 -2.2071 -0.0884
C -2.5361 -1.5922 0.9014
N -3.1217 -0.7688 1.8292
H -4.1236 -2.4373 -0.1607
H -2.6092 -2.7099 -0.8931
H -1.5861 -1.8608 1.2741
H -3.5395 0.0681 1.3959
H -2.3591 -0.5552 2.5477
*
```

Atomic partial charges in e from the natural (NBO) method, atoms 1 to 6:
1. C -0.666
2. C -0.135
3. C -0.430
4. H 0.203
5. H 0.225
6. H 0.231

---

Entry 4:
A cluster of 2 separate species, C5H11N in total in a non-equilibrium geometry. Source: the Open Molecules 2025 dataset; level of theory: wB97M-V/def2-TZVPD.

Calculated values
ΔE to the lowest compared entry with this formula, charge and spin (kJ/mol): 199.7
Electronic energy (Eh): -251.51099
Gap between HOMO and LUMO (alpha / beta) (eV): 8.958 / 5.193

The geometry in ORCA input format:
```
! RIJCOSX wB97M-V def2-TZVPD def2/J DEFGRID3
* xyz 1 2
C 1.3422 -1.2176 -2.5911
C 0.6510 0.1030 -2.3662
C 1.0882 0.9115 -1.4046
H 1.7229 -1.7347 -1.7127
H 0.7539 -1.9361 -3.1645
H 2.1989 -1.0024 -3.2383
H -0.2105 0.2838 -2.9953
H 0.6545 1.8899 -1.2308
H 1.9103 0.5909 -0.7740
C -2.0737 0.7061 2.5566
C -0.8174 0.1853 2.5439
N -0.3674 -0.4722 1.4665
H -2.7436 0.5162 1.7230
H -2.5114 1.3118 3.3372
H -0.1650 0.1735 3.4085
H -0.7321 -0.2567 0.5323
H 0.6422 -0.6288 1.4087
*
```

Atomic partial charges in e from the natural (NBO) method, atoms 1 to 6:
1. C -0.671
2. C -0.141
3. C -0.469
4. H 0.211
5. H 0.229
6. H 0.242

---

Entry 5:
An isolated molecule of C5H11N2 in a non-equilibrium geometry. Source: the Open Molecules 2025 dataset; level of theory: wB97M-V/def2-TZVPD.

Calculated values
ΔE to the lowest compared entry with this formula, charge and spin (kJ/mol): 217.3
Electronic energy (Eh): -306.43394
Gap between HOMO and LUMO (alpha / beta) (eV): 4.986 / 7.810

The geometry in ORCA input format:
```
! RIJCOSX wB97M-V def2-TZVPD def2/J DEFGRID3
* xyz 0 2
C -0.5828 0.1879 1.8193
C 0.3219 1.1839 1.1854
C -0.0132 1.5949 -0.2353
C 0.1902 0.6795 -1.2870
N 0.4929 -0.6372 -0.8743
C 0.8579 -1.5395 -1.7692
N -0.9660 -0.9677 0.8820
H -1.6139 0.5186 2.0762
H -0.3223 -0.1492 2.8166
H 1.3216 0.7350 1.1021
H 0.3580 2.0901 1.7984
H -0.3182 2.6249 -0.3172
H -0.5791 0.6086 -2.0721
H 0.5578 -1.3806 -2.7959
H 1.1659 -2.4867 -1.3402
H -1.6673 -0.7755 0.1749
H -0.0433 -1.0906 0.3766
H -1.2383 -1.8207 1.3684
*
```

Atomic partial charges in e from the natural (NBO) method, atoms 1 to 6:
1. C -0.206
2. C -0.489
3. C -0.354
4. C -0.108
5. N -0.637
6. C -0.288

---

Entry 6:
The ion C5H11N2 with charge +1 in a non-equilibrium geometry. Source: the Open Molecules 2025 dataset; level of theory: wB97M-V/def2-TZVPD.

Calculated values
ΔE to the lowest compared entry with this formula, charge and spin (kJ/mol): 656.2
Electronic energy (Eh): -306.13354
Gap between HOMO and LUMO (alpha / beta) (eV): 7.379 / 8.657

The geometry in ORCA input format:
```
! RIJCOSX wB97M-V def2-TZVPD def2/J DEFGRID3
* xyz 1 1
C 1.1343 1.0263 0.4505
C -1.2263 -0.3370 -0.3638
C -0.4534 0.6101 0.5142
C -2.3283 -1.2576 0.1428
C 2.6587 -0.7944 -0.0802
N 1.9252 0.2933 -0.4439
N -1.3557 1.1341 -0.4686
H 1.1941 2.0819 0.3313
H 1.6194 0.9594 1.4281
H -0.5820 -0.8571 -1.2044
H -2.9504 -1.4792 -0.6541
H -2.6210 -0.9154 1.1120
H -1.7855 -2.2226 0.4574
H 2.4907 -1.0814 0.9227
H 2.2230 -1.7345 -0.7019
H 3.5837 -0.6583 -0.5409
H -1.0864 1.8226 -1.2991
H -2.1684 1.6147 -0.0181
*
```

Atomic partial charges in e from the natural (NBO) method, atoms 1 to 6:
1. C -0.333
2. C -0.095
3. C 0.275
4. C -0.631
5. C -0.474
6. N -0.229

---

Entry 7:
The ion C5H11N2 with charge +1 in a non-equilibrium geometry. Source: the Open Molecules 2025 dataset; level of theory: wB97M-V/def2-TZVPD.

Calculated values
SMILES: C[C@]1(N)CC=C[NH2+]1
ΔE to the lowest compared entry with this formula, charge and spin (kJ/mol): 188.4
Electronic energy (Eh): -306.31171
Gap between HOMO and LUMO (eV): 11.492

The geometry in ORCA input format:
```
! RIJCOSX wB97M-V def2-TZVPD def2/J DEFGRID3
* xyz 1 1
C -1.5590 0.2745 -1.0518
C -0.6418 0.1580 0.1392
N -1.1357 -0.0540 1.3479
C 0.5371 1.3771 0.0356
C 1.7986 0.4698 0.3174
C 1.6418 -0.8395 0.2885
N 0.3220 -1.1353 -0.3298
H -1.0731 0.7088 -1.8264
H -2.4760 0.8137 -0.7360
H -1.8201 -0.7694 -1.3343
H -1.7460 -0.9561 1.4630
H -0.4741 0.1984 2.0838
H 0.4245 2.0445 0.8338
H 0.5070 1.8061 -0.9902
H 2.6426 0.8378 0.7521
H 2.4001 -1.5627 0.6039
H 0.6399 -1.2564 -1.3637
H 0.0121 -2.1152 -0.2330
*
```

Atomic partial charges in e from the natural (NBO) method, atoms 1 to 6:
1. C -0.643
2. C 0.401
3. N -0.815
4. C -0.432
5. C -0.147
6. C -0.084

---

Entry 8:
The ion C5H11N2 with charge +1 in a non-equilibrium geometry. Source: the Open Molecules 2025 dataset; level of theory: wB97M-V/def2-TZVPD.

Calculated values
SMILES: [H]/N=C/C(=C)[NH+](C)C
ΔE to the lowest compared entry with this formula, charge and spin (kJ/mol): 263.3
Electronic energy (Eh): -306.28319
Gap between HOMO and LUMO (eV): 10.989

The geometry in ORCA input format:
```
! RIJCOSX wB97M-V def2-TZVPD def2/J DEFGRID3
* xyz 1 1
H 2.7622 1.8507 -0.3246
N 1.7871 1.4921 -0.0704
C 1.8664 0.2357 -0.0554
C 0.5150 -0.6208 0.1615
C 0.5050 -1.9720 0.2422
N -0.4870 0.4652 0.0692
C -1.0811 0.1771 -1.2135
C -1.3720 0.5087 1.1973
H 2.8210 -0.4130 -0.1631
H -0.4952 -2.4271 0.1488
H 1.4656 -2.3776 0.1587
H 0.1020 1.3318 0.0263
H -1.7150 0.9791 -1.4833
H -0.2972 -0.0890 -2.0923
H -1.5870 -0.7467 -1.0419
H -0.7220 0.3761 2.0041
H -1.9022 1.4215 1.4147
H -2.1654 -0.1920 1.0216
*
```

Atomic partial charges in e from the natural (NBO) method, atoms 1 to 6:
1. H 0.410
2. N -0.649
3. C 0.113
4. C 0.092
5. C -0.326
6. N -0.414

---

Entry 9:
The ion C5H11N2 with charge +1 in a non-equilibrium geometry. Source: the Open Molecules 2025 dataset; level of theory: wB97M-V/def2-TZVPD.

Calculated values
SMILES: [H]/N=C/C[NH+]=C(C)C
ΔE to the lowest compared entry with this formula, charge and spin (kJ/mol): 147.6
Electronic energy (Eh): -306.32724
Gap between HOMO and LUMO (eV): 10.885

The geometry in ORCA input format:
```
! RIJCOSX wB97M-V def2-TZVPD def2/J DEFGRID3
* xyz 1 1
H -2.6489 2.4539 -0.2335
N -1.7863 1.9821 -0.0034
C -0.6637 2.4181 -0.3953
C 0.5342 1.6361 -0.1086
N -0.0413 0.3364 0.2517
C 0.1094 -0.9065 0.0786
C -0.9135 -1.8544 0.7384
C 1.1566 -1.4275 -0.7869
H -0.5035 3.4026 -0.9053
H 1.4130 1.6819 -0.9489
H 1.0319 2.0189 0.8459
H -0.8747 0.5346 0.9215
H -0.9126 -2.0202 1.7498
H -0.9294 -2.8275 0.2367
H -1.8352 -1.3282 0.5364
H 0.9140 -1.3422 -1.8028
H 1.5367 -2.3998 -0.5319
H 2.0062 -0.8068 -0.6803
*
```

Atomic partial charges in e from the natural (NBO) method, atoms 1 to 6:
1. H 0.395
2. N -0.645
3. C 0.125
4. C -0.314
5. N -0.456
6. C 0.510

---

Entry 10:
The ion C5H11N2 with charge +1 in a non-equilibrium geometry. Source: the Open Molecules 2025 dataset; level of theory: wB97M-V/def2-TZVPD.

Calculated values
SMILES: C=N[C@H](C)C[NH+]=C
ΔE to the lowest compared entry with this formula, charge and spin (kJ/mol): 315.2
Electronic energy (Eh): -306.26344
Gap between HOMO and LUMO (eV): 7.654

The geometry in ORCA input format:
```
! RIJCOSX wB97M-V def2-TZVPD def2/J DEFGRID3
* xyz 1 1
C 1.9328 1.6027 -0.1905
N 0.7421 1.2098 -0.1987
C 0.2874 -0.1160 0.1953
C 1.3921 -1.1453 0.3247
C -0.9941 -0.5478 -0.6238
N -2.2117 -0.1636 0.0131
C -2.4077 1.0509 0.4156
H 2.2956 2.6303 -0.6177
H 2.7659 1.0912 0.0572
H -0.0499 0.1887 1.1298
H 2.3782 -0.7633 -0.0591
H 1.2110 -2.0120 -0.2037
H 1.5298 -1.4072 1.4052
H -0.9088 -1.5705 -0.7333
H -0.8946 -0.1071 -1.5469
H -2.9683 -0.7761 -0.2859
H -3.2779 1.6329 0.5027
H -1.6119 1.7468 0.7336
*
```

Atomic partial charges in e from the natural (NBO) method, atoms 1 to 6:
1. C -0.005
2. N -0.451
3. C -0.075
4. C -0.643
5. C -0.250
6. N -0.384

---

Entry 11:
A structure of composition C5H11N2 in a non-equilibrium geometry. Source: the Open Molecules 2025 dataset; level of theory: wB97M-V/def2-TZVPD.

Calculated values
ΔE to the lowest compared entry with this formula, charge and spin (kJ/mol): 583.0
Electronic energy (Eh): -306.01657
Gap between HOMO and LUMO (alpha / beta) (eV): 7.658 / 5.686

The geometry in ORCA input format:
```
! RIJCOSX wB97M-V def2-TZVPD def2/J DEFGRID3
* xyz 1 3
C 1.3417 -0.1860 -1.5995
C 0.3066 2.7430 0.3020
C 0.0880 3.8415 1.1565
C 1.0458 -2.8844 0.4988
C 0.3584 -2.3557 -0.7658
N 0.4455 1.8624 -0.4151
N 0.9173 -1.1859 -1.2389
H -4.5462 -0.0798 -0.5283
H 1.7054 0.7079 -1.9198
H -4.8970 -0.6808 -0.1448
H -0.2548 3.3233 2.0650
H 0.8253 4.5525 1.4694
H -0.6750 4.5129 0.8163
H 0.4728 -2.2430 1.2265
H 0.9553 -3.9016 0.7871
H 2.1196 -2.8040 0.5154
H -0.7306 -2.1104 -0.6291
H 0.5220 -3.1120 -1.5958
*
```

Atomic partial charges in e from the natural (NBO) method, atoms 1 to 6:
1. C 0.283
2. C 0.401
3. C -0.759
4. C -0.587
5. C -0.243
6. N -0.418

---

Entry 12:
The ion C5H11N2O with charge +1 in a non-equilibrium geometry. Source: the Open Molecules 2025 dataset; level of theory: wB97M-V/def2-TZVPD.

Calculated values
SMILES: C=C(N)C[C@H]([NH3+])C=O
ΔE to the lowest compared entry with this formula, charge and spin (kJ/mol): 222.6
Electronic energy (Eh): -381.57919
Gap between HOMO and LUMO (eV): 8.543

The geometry in ORCA input format:
```
! RIJCOSX wB97M-V def2-TZVPD def2/J DEFGRID3
* xyz 1 1
C 2.5722 -0.1713 -0.4582
C 1.3943 -0.6377 -0.0638
N 1.2417 -1.5282 1.0140
C 0.0831 -0.2527 -0.7011
C -0.8062 0.5312 0.2591
N -2.2089 -0.0517 0.3036
C -0.9836 1.9950 -0.0767
O -1.9587 2.3807 -0.6519
H 2.7046 0.5531 -1.2420
H 3.4694 -0.6448 -0.0682
H 2.0870 -1.8815 1.4277
H 0.5185 -2.2085 0.8283
H -0.3226 -0.9999 -1.3768
H 0.4012 0.4411 -1.4817
H -0.4395 0.3690 1.2671
H -2.6804 0.1019 -0.5945
H -2.7620 0.4255 1.0142
H -2.1881 -1.0651 0.4406
H -0.1220 2.6440 0.1601
*
```

Atomic partial charges in e from the natural (NBO) method, atoms 1 to 6:
1. C -0.446
2. C 0.160
3. N -0.834
4. C -0.506
5. C -0.150
6. N -0.667